No. 1
DFT (ωB97M-V/def2-TZVPD) results for 2 unconnected molecules or ions with the total composition C3H8BrN3 at a distorted geometry.

Calculated values
* energy above the lowest of the compared OMol25 structures with the same formula, charge and spin: 0.963 eV
* total energy: -2857.2479 hartree
* orbital gap: 10.0 eV

```
! wB97M-V def2-TZVPD RIJCOSX def2/J DEFGRID3
* xyz 0 1
C -0.727 1.921 0.598
C 0.265 1.468 -0.132
C -1.916 1.011 0.750
N 1.607 -2.738 0.065
N 0.549 -1.858 -1.786
N 1.180 -1.795 -0.700
Br 1.997 2.347 -0.068
H -0.675 2.803 1.164
H 0.154 0.609 -0.751
H -1.797 0.104 0.027
H -2.750 1.720 0.753
H -1.810 0.514 1.755
H 2.200 -2.376 0.826
H 0.302 -2.924 -1.990
H 1.421 -0.806 -0.512
*
```

No. 2
DFT (ωB97M-V/def2-TZVPD) results for 2 unconnected molecules or ions with the total composition C6H6O2 at a distorted geometry.

Calculated values
* energy above the lowest of the compared OMol25 structures with the same formula, charge and spin: 4.132 eV
* structure (SMILES): C#CC(C)=O.C=C=O
* total energy: -382.5339 hartree
* orbital gap: 9.0 eV

```
! wB97M-V def2-TZVPD RIJCOSX def2/J DEFGRID3
* xyz 0 1
C 1.426 -2.058 0.119
C 0.740 -1.056 0.191
C 0.835 0.457 -0.152
C 1.767 1.241 0.719
O 0.229 0.854 -1.101
H 2.124 -2.850 0.062
H 1.695 0.926 1.756
H 2.800 1.102 0.396
H 1.522 2.297 0.620
C -2.643 -0.271 -1.004
C -2.372 -0.386 0.272
O -2.684 0.023 1.358
H -2.008 0.361 -1.604
H -3.432 -0.640 -1.632
*
```

No. 3
DFT (ωB97M-V/def2-TZVPD) results for 11 unconnected molecules or ions with the total composition H22O11 at a distorted geometry.

Calculated values
* energy above the lowest of the compared OMol25 structures with the same formula, charge and spin: 1.870 eV
* structure (SMILES): O.O.O.O.O.O.O.O.O.O.O
* total energy: -840.8114 hartree
* orbital gap: 9.7 eV

```
! wB97M-V def2-TZVPD RIJCOSX def2/J DEFGRID3
* xyz 0 1
O -11.097 17.208 -19.088
H -10.150 17.168 -19.279
H -11.392 18.089 -19.389
O -12.599 15.484 -17.380
H -12.173 16.061 -17.982
H -12.712 14.626 -17.823
O -9.896 15.893 -16.916
H -10.494 15.687 -17.606
H -10.223 16.772 -16.708
O -12.752 17.359 -14.767
H -12.836 17.626 -13.847
H -12.031 17.832 -15.160
O -7.679 19.424 -14.754
H -8.190 18.618 -14.910
H -6.977 19.090 -14.185
O -10.132 20.303 -14.343
H -9.238 19.918 -14.412
H -9.978 21.049 -13.773
O -11.880 19.110 -12.555
H -11.758 19.515 -11.686
H -11.191 19.536 -13.039
O -9.456 20.413 -17.641
H -9.208 20.001 -16.823
H -9.076 19.856 -18.319
O -13.500 20.014 -15.664
H -14.166 19.341 -15.740
H -13.626 20.316 -14.776
O -12.307 19.544 -18.330
H -11.761 20.277 -18.501
H -12.788 19.701 -17.528
O -10.708 18.378 -16.306
H -10.686 19.120 -15.736
H -11.023 18.577 -17.198
*
```

No. 4
DFT (ωB97M-V/def2-TZVPD) results for a molecular structure, C5H9O3Zn at a distorted geometry.

Calculated values
* energy above the lowest of the compared OMol25 structures with the same formula, charge and spin: 0.000 eV
* total energy: -2200.6442 hartree
* orbital gap: 8.3 eV

```
! wB97M-V def2-TZVPD RIJCOSX def2/J DEFGRID3
* xyz 1 1
O -1.008 2.375 0.027
C -2.114 1.866 -0.096
C -2.288 0.389 -0.101
O -1.017 -0.204 0.097
C -0.988 -1.582 0.274
C 0.039 -2.309 -0.135
Zn 0.494 1.039 0.064
H -3.025 2.485 -0.101
H -2.717 0.075 -1.080
H -1.890 -1.980 0.741
H 0.849 -1.884 -0.730
H 0.044 -3.377 0.078
O 2.085 0.824 -0.460
C 3.346 0.594 0.065
H 4.102 0.511 -0.740
H 3.681 1.408 0.737
H 3.395 -0.345 0.651
H -2.988 0.115 0.708
*
```